Here is a cluster of 3 separate species, C3H12O2S in total in a non-equilibrium geometry from OMol25. Energies are from ωB97M-V/def2-TZVPD.

Geometry (Å):
1 C -2.04800 -0.38367 2.20327
2 C -2.03642 0.78565 1.06225
3 S -0.50876 0.53784 -0.06098
4 C -0.82103 1.82430 -1.30600
5 H -2.91767 -0.22637 2.91206
6 H -2.47823 -1.25189 1.61740
7 H -1.09467 -0.35278 2.75153
8 H -2.98762 0.69814 0.37195
9 H -2.08363 1.74162 1.41264
10 H -0.88908 2.84575 -0.88072
11 H -1.79964 1.60454 -1.78473
12 H -0.10276 1.76423 -2.20525
13 H 1.66799 -1.29749 -0.36940
14 H 1.55248 -2.83017 -0.90542
15 O 1.97351 -1.95902 -1.04675
16 H 4.08844 -1.25992 -1.08077
17 H 5.48820 -0.81037 -1.65439
18 O 4.99686 -1.43039 -1.03670

Properties
2S+1: 1
Largest force on an atom in eV/A: 4.50
Net charge: 0
Energy above the lowest of the compared OMol25 structures with the same formula, charge and spin in kcal per mole: 30.6
E_HOMO in eV: -8.8201


Here is a cluster of 3 separate species, C3H12O2S in total from OMol25. Energies are from ωB97M-V/def2-TZVPD.

Geometry (Å):
1 C 1.53974 0.28023 1.76522
2 C 1.55336 -0.89405 0.80415
3 C 0.81529 -0.72424 -0.54055
4 S -0.58536 0.42589 -0.55911
5 H 2.32538 0.18192 2.51010
6 H 0.57410 0.36104 2.25998
7 H 1.70061 1.24371 1.25698
8 H 2.56701 -1.18963 0.53650
9 H 1.16819 -1.77349 1.31802
10 H 0.55617 -1.69635 -0.94504
11 H 1.50545 -0.26302 -1.24020
12 H -1.51045 -0.35517 0.01246
13 H -4.95249 -0.32462 0.18744
14 H -4.86563 0.18185 1.64839
15 O -4.38163 0.11276 0.82387
16 H 0.26323 0.81723 -3.41554
17 H 0.84209 2.08946 -2.81836
18 O 0.88495 1.52647 -3.60430

Properties
2S+1: 1
Largest force on an atom in eV/A: 0.74
Net charge: 0
Energy above the lowest of the compared OMol25 structures with the same formula, charge and spin in kcal per mole: 8.7
E_HOMO in eV: -9.1078


Here is a cluster of 3 separate species, C3H12O2S2 in total in a non-equilibrium geometry from OMol25. Energies are from ωB97M-V/def2-TZVPD.

Geometry (Å):
1 C 1.29368 2.63952 -3.07371
2 C 1.38673 1.58004 -1.99059
3 S -0.21256 1.11211 -1.27240
4 S 0.53929 -0.65132 -0.17830
5 C 0.21211 -0.04300 1.48349
6 H 1.08283 2.20545 -4.06097
7 H 2.22942 3.19145 -3.20414
8 H 0.44912 3.29841 -2.86298
9 H 1.94111 0.68886 -2.27534
10 H 1.95037 2.10823 -1.21126
11 H -0.55789 -0.65865 1.99658
12 H 0.96128 -0.19039 2.26138
13 H -0.17210 0.97551 1.43458
14 H -3.65661 -0.40644 2.79618
15 H -5.09827 -0.52115 3.27033
16 O -4.58452 -0.31057 2.48397
17 H 2.36929 -4.17360 2.84340
18 H 1.19036 -4.06494 1.87111
19 O 1.40482 -4.09048 2.82044

Properties
2S+1: 2
Largest force on an atom in eV/A: 2.81
Net charge: -1
<S²>: 0.75
Energy above the lowest of the compared OMol25 structures with the same formula, charge and spin in kcal per mole: 19.1
E_HOMO (spin up / spin down) in eV: -0.0436 / -3.3213


Here is a cluster of 3 separate species, C3H12O2S2 in total from OMol25. Energies are from ωB97M-V/def2-TZVPD.

Geometry (Å):
1 C 0.21522 1.80244 -1.90949
2 C 0.45381 0.30120 -1.71244
3 S -1.06886 -0.57361 -1.24642
4 S -0.28096 -2.47814 -0.97618
5 C 0.37489 -2.33654 0.72371
6 H -0.27774 1.96444 -2.86557
7 H -0.36950 2.27541 -1.12736
8 H 1.21285 2.23492 -1.99909
9 H 1.16540 0.12995 -0.91514
10 H 0.83759 -0.11593 -2.63904
11 H 0.99373 -3.21290 0.92462
12 H -0.45724 -2.29360 1.41718
13 H 1.04061 -1.48208 0.82742
14 H -2.47335 0.66612 2.53924
15 H -2.05843 -0.10931 1.25669
16 O -1.75954 0.17893 2.13228
17 H 0.07784 0.72315 1.70909
18 H 1.40019 1.23357 2.35518
19 O 0.97348 1.09196 1.50528

Properties
2S+1: 1
Largest force on an atom in eV/A: 0.91
Net charge: 0
Energy above the lowest of the compared OMol25 structures with the same formula, charge and spin in kcal per mole: 2.8
E_HOMO in eV: -8.8429


Here is a cluster of 3 separate species, C3H12O2S2 in total in a non-equilibrium geometry from OMol25. Energies are from ωB97M-V/def2-TZVPD.

Geometry (Å):
1 C 0.15099 -0.45572 0.62844
2 C 1.26227 0.11630 1.39154
3 C -1.18811 0.30110 0.87389
4 S -2.42501 -1.08984 0.98811
5 S -3.40576 -0.97189 -0.75884
6 H 0.49018 -0.47860 -0.36351
7 H 0.00769 -1.53433 0.91703
8 H 1.10951 1.21044 1.30357
9 H 2.28295 -0.15917 0.99875
10 H 1.16358 -0.47003 2.36954
11 H -0.88007 1.08857 1.63113
12 H -1.45562 0.80823 -0.05016
13 H -4.62381 -0.34025 -0.52239
14 H -3.42557 0.34312 -3.16859
15 H -2.10718 -0.07173 -3.72635
16 O -3.02063 0.16219 -4.01562
17 H 5.02557 0.18366 1.12449
18 H 5.41463 0.64500 -0.24930
19 O 5.62439 0.71296 0.62826

Properties
2S+1: 1
Largest force on an atom in eV/A: 3.52
Net charge: 0
Energy above the lowest of the compared OMol25 structures with the same formula, charge and spin in kcal per mole: 47.7
E_HOMO in eV: -9.4130


Here is a cluster of 3 separate species, C3H12O2S2 in total in a non-equilibrium geometry from OMol25. Energies are from ωB97M-V/def2-TZVPD.

Geometry (Å):
1 C -3.84972 -0.33652 -1.75163
2 C -2.52705 0.21947 -1.14341
3 S -1.49979 -1.11124 -0.59673
4 S 0.43173 -0.47739 -0.78620
5 C 0.84638 0.12215 0.88731
6 H -3.71600 -0.32187 -2.83431
7 H -4.69348 0.30739 -1.57422
8 H -4.04411 -1.36854 -1.46310
9 H -2.14748 0.81091 -1.97849
10 H -2.82362 0.92460 -0.36809
11 H 0.06258 -0.19304 1.53313
12 H 1.75566 -0.41716 1.10882
13 H 0.90797 1.21030 0.94838
14 H 2.21351 -2.39676 2.27936
15 H 1.72199 -2.14792 3.70339
16 O 2.26622 -2.74363 3.17702
17 H 5.12150 2.06371 -0.90374
18 H 5.28263 3.29945 -0.04119
19 O 4.69109 2.55609 -0.19630

Properties
2S+1: 1
Largest force on an atom in eV/A: 2.36
Net charge: 0
Energy above the lowest of the compared OMol25 structures with the same formula, charge and spin in kcal per mole: 21.1
E_HOMO in eV: -8.9410